Molecular formula: C6H15N2O
Method: DFT, wB97M-V/def2-TZVPD

Structure (ORCA input):
```
! RIJCOSX wB97M-V def2-TZVPD def2/J DEFGRID3
* xyz 1 3
C 1.81569 1.27142 2.31755
C 0.11742 0.74566 0.61891
C 1.98296 0.08553 3.11825
C -2.73642 -1.26883 -2.29693
C -0.70854 -0.39185 0.74571
C -1.38654 -0.90802 -1.56101
N -0.02217 1.78553 -0.11898
N -1.75054 -0.52397 -0.24248
O -0.77353 0.12349 -2.30040
H 1.20039 2.19869 2.55524
H 2.00111 -0.91551 2.57057
H 1.43263 0.23104 4.07075
H 3.09582 -0.02635 3.42379
H -3.29009 -2.18571 -1.89204
H -3.29120 -0.34553 -2.10130
H -2.49717 -1.41849 -3.37921
H 0.00860 -1.29411 0.69587
H -1.22281 -0.44180 1.74618
H -0.79040 -1.76083 -1.64450
H -0.84149 1.82812 -0.79346
H 0.64465 2.50303 -0.21868
H 2.44677 1.43078 1.49318
H -2.52008 0.11310 -0.19971
H -0.65516 -0.24380 -3.20953
*
```

Output
DFT total energy: -421.89503 Ha
Orbital gap (alpha / beta): 0.24035 / 0.27883 Ha
Energy relative to the best compared isomer or geometry (same formula, charge and spin): 32.68 kcal per mole